Here is a cluster of 3 separate species, C8H12NO5 in total in a non-equilibrium geometry from the OMol25 dataset. Energies are from ωB97M-V/def2-TZVPD.

Output
- E_LUMO (spin up / spin down): 2.6 / 3.2 eV
- Energy: -742.798944 Ha
- Relative energy (zero: lowest compared OMol25 entry of this formula, charge and spin): 6.142 eV
- Net charge: -1
- HOMO-LUMO gap (spin up / spin down): 7.078 / 8.077 eV

XYZ file:
```
26
C8H12NO5 | the OMol25 dataset | ωB97M-V/def2-TZVPD
C -0.77256 1.16802 -1.92362
C 1.91271 3.65729 1.42390
C -0.44630 2.35158 -2.84726
C 0.77758 -2.11096 1.69515
C -1.56778 -2.96664 1.24484
C -0.32750 -1.73520 -0.55137
C -0.53048 -1.78709 0.94006
C 0.21372 0.96229 -0.94611
N 0.86047 1.60699 -0.05036
O 2.57878 4.37250 0.75138
O -1.93091 0.67429 -2.00209
O 1.58884 3.21133 2.46643
O 0.60682 2.82797 0.16338
O 1.74608 1.01184 0.60155
H 0.63257 2.38556 -3.06354
H -0.87088 2.07731 -3.85926
H -0.69144 3.26232 -2.39817
H 1.35753 -2.71099 0.91357
H 0.53669 -2.69530 2.56482
H 1.34000 -1.23739 2.07057
H -2.14632 -2.92190 2.13383
H -1.02956 -3.92258 1.18853
H -2.22858 -2.99136 0.36801
H 0.44103 -2.36416 -0.97796
H -1.11429 -1.25404 -1.16439
H -0.93626 -0.87168 1.25810
```

---

Here is a structure of composition C47H56F4IrN2O4Sb2 in a non-equilibrium geometry from the OMol25 dataset. Energies are from ωB97M-V/def2-TZVPD.

Output
- E_LUMO (spin up / spin down): -4.1 / -3.7 eV
- Energy: -3219.061294 Ha
- Net charge: +1
- HOMO-LUMO gap (spin up / spin down): 5.292 / 5.900 eV

XYZ file:
```
116
C47H56F4IrN2O4Sb2 | the OMol25 dataset | ωB97M-V/def2-TZVPD
Ir -0.51366 -0.36362 -1.30406
C 4.62884 1.36098 4.01374
C 3.60904 0.35268 4.54404
C 3.07214 0.83918 5.88374
C 2.04964 -0.14512 6.42444
C 0.93834 -0.28062 5.42974
C -0.34676 -0.56352 5.84254
C -1.37406 -0.65642 4.91024
F -2.61936 -0.92802 5.33564
C -1.14856 -0.46252 3.57204
C 0.15014 -0.18132 3.12904
C 0.37184 0.06298 1.71454
O -0.60016 0.21708 0.92264
C 1.74864 0.12628 1.34094
C 2.72594 0.16808 2.29354
N 2.49154 0.16068 3.61404
C 1.20904 -0.09472 4.06224
C 2.17774 0.11068 -0.11456
O 3.22464 -0.44312 -0.40526
O 1.39554 0.69888 -0.95286
H 5.24694 1.69648 4.84274
H 4.12574 2.22648 3.58784
H 5.29504 0.93258 3.27114
H 4.10454 -0.61642 4.68844
H 2.60574 1.81598 5.74624
H 3.90114 0.95288 6.57954
H 1.65614 0.19658 7.38024
H 2.51724 -1.11832 6.59274
H -0.55796 -0.71952 6.88844
H -1.94476 -0.52382 2.84814
H 3.75294 0.24258 1.97114
N -2.58986 -0.38212 -5.16466
C -2.18806 -0.49282 -3.89396
O -1.03506 -0.83112 -3.61816
C -3.21646 -0.12272 -2.84636
C -2.73656 -0.33372 -1.41166
H -1.95906 -0.62752 -5.91126
H -3.53856 -0.13892 -5.39836
H -4.12256 -0.70172 -3.05226
H -3.45326 0.93098 -3.00826
H -3.04906 -1.31912 -1.05566
H -3.18636 0.41158 -0.75666
C 2.82744 3.72218 -0.83146
C 1.60584 4.16918 -0.04736
C 1.66874 3.65158 1.37944
C 1.48484 5.68248 -0.05856
Sb -0.24116 3.11638 -0.96506
C -0.30526 3.78978 -3.18566
C 0.50774 2.74148 -3.92086
C 0.28694 5.17448 -3.32476
C -1.74176 3.77238 -3.66556
C -2.16836 3.86868 0.18384
C -2.04846 5.33868 0.51264
C -3.37556 3.60318 -0.69056
C -2.21756 3.00698 1.42894
H 3.73154 4.05128 -0.31616
H 2.84864 4.15398 -1.83056
H 2.86724 2.63948 -0.92236
H 2.58134 4.00248 1.86354
H 1.67224 2.56448 1.38774
H 0.82324 4.00368 1.96904
H 2.35124 6.10568 0.45484
H 0.59594 6.02598 0.46334
H 1.47384 6.08348 -1.06736
H 1.52134 2.66268 -3.53176
H 0.57274 2.99968 -4.97936
H 0.03774 1.76158 -3.82786
H 1.35034 5.16518 -3.10506
H -0.21046 5.89258 -2.67526
H 0.16294 5.52108 -4.35196
H -2.22476 2.82898 -3.41776
H -1.75716 3.88758 -4.75046
H -2.31326 4.59538 -3.24356
H -1.84016 5.93988 -0.37036
H -1.27636 5.51738 1.25624
H -2.99366 5.68588 0.93374
H -3.48726 4.35638 -1.46396
H -4.27496 3.63328 -0.07576
H -3.32166 2.61958 -1.15036
H -1.37336 3.20838 2.08544
H -2.20496 1.94978 1.16964
H -3.13056 3.21518 1.98764
F 4.15294 -6.99452 -3.26316
C 3.21304 -6.15012 -2.80886
C 2.04174 -6.67592 -2.28656
C 1.07494 -5.80242 -1.82496
C 1.28514 -4.43062 -1.88476
C 2.46774 -3.92482 -2.40346
C 3.44484 -4.78752 -2.87406
Sb -0.27786 -3.11712 -1.17466
C -0.40566 -3.97942 0.80434
C 0.78254 -4.38462 1.39974
C 0.80104 -4.83562 2.70634
C -0.38886 -4.87282 3.41094
F -0.37696 -5.29322 4.68754
C -1.58796 -4.48222 2.84194
C -1.58316 -4.02242 1.53634
C -1.85806 -4.08002 -2.28706
C -3.14846 -4.24172 -1.80466
C -4.14816 -4.74972 -2.61616
C -3.83856 -5.08162 -3.92256
F -4.80926 -5.55032 -4.72546
C -2.55786 -4.93882 -4.42776
C -1.57356 -4.43172 -3.60026
H 1.90144 -7.74542 -2.24876
H 0.15124 -6.19022 -1.41616
H 2.64054 -2.85702 -2.43926
H 4.37424 -4.42342 -3.28566
H 1.70644 -4.34652 0.83824
H 1.71564 -5.15602 3.18084
H -2.49726 -4.53672 3.41984
H -2.51416 -3.69062 1.10084
H -3.39426 -3.97512 -0.78746
H -5.15526 -4.88872 -2.25426
H -2.35156 -5.22192 -5.44816
H -0.57026 -4.30642 -3.98476
```

---

Here is a structure of composition C39H104N8O12 in a non-equilibrium geometry from the OMol25 dataset. Energies are from ωB97M-V/def2-TZVPD.

Output
- E_LUMO: 0.1 eV
- Energy: -2886.697134 Ha
- Relative energy (zero: lowest compared OMol25 entry of this formula, charge and spin): 57.980 eV
- HOMO-LUMO gap: 5.755 eV

XYZ file:
```
163
C39H104N8O12 | the OMol25 dataset | ωB97M-V/def2-TZVPD
C 2.39938 2.75913 1.37918
O 3.07119 2.43014 2.58770
C 2.21084 1.75149 3.44186
C 2.91613 1.31662 4.73019
N 3.16981 2.44140 5.58949
C 4.03934 2.18173 6.77423
C 3.16384 1.51865 7.78303
O 3.77369 1.59410 9.00536
C 3.06067 0.73938 9.90089
H 1.94855 1.84736 0.98736
H 3.09022 3.15298 0.63371
H 1.63287 3.51672 1.54236
H 2.00615 0.80727 2.93724
H 1.28123 2.24392 3.72723
H 3.87500 0.83292 4.54387
H 2.19068 0.65887 5.20893
H 3.70125 3.06822 5.00233
H 4.30122 3.15727 7.18391
H 4.90477 1.63151 6.40492
H 3.03895 0.50016 7.41536
H 2.18638 2.00101 7.78012
H 3.12817 -0.30808 9.60701
H 1.99979 0.97696 9.82223
H 3.31142 0.81734 10.95879
C 2.35277 -0.63411 -3.91262
O 0.90493 -0.45845 -3.66540
C -0.00012 -1.48107 -4.15864
C -1.44339 -1.36807 -3.73495
N -2.16365 -0.38443 -4.58653
C -3.58300 -0.17824 -4.24821
C -4.55480 -1.41487 -4.20351
O -5.84178 -0.88937 -3.80597
C -6.75168 -1.95343 -3.60283
H 2.98917 0.17489 -3.55398
H 2.65556 -0.79160 -4.94781
H 2.70391 -1.43791 -3.26555
H 0.40070 -2.40474 -3.74116
H 0.23204 -1.54025 -5.22198
H -1.54475 -1.14612 -2.67262
H -2.09220 -2.23790 -3.83759
H -2.02611 -0.58544 -5.56672
H -4.10013 0.38862 -5.02239
H -3.67839 0.25690 -3.25339
H -4.19533 -2.26065 -3.61739
H -4.54907 -1.78911 -5.22724
H -7.76707 -1.57055 -3.70541
H -6.80251 -2.30561 -2.57255
H -6.67593 -2.84723 -4.22210
C 1.94477 5.88728 -0.36914
O 0.55445 5.61874 -0.10769
C 0.33286 4.66783 0.93190
C -1.06765 4.20843 0.64553
N -1.58849 3.23406 1.60478
C -1.04282 1.90137 1.72514
C -1.84123 1.05156 2.72811
O -3.12630 0.85027 2.24909
C -3.92585 0.17277 3.16620
H 2.62541 5.05790 -0.56138
H 2.32182 6.42927 0.49815
H 2.05846 6.68484 -1.10335
H 0.27762 5.26562 1.84167
H 1.03138 3.83108 0.93383
H -1.22000 3.68745 -0.29971
H -1.65279 5.12797 0.65782
H -2.56266 3.04031 1.42161
H -0.04157 1.90869 2.15591
H -0.81540 1.29379 0.84922
H -1.87100 1.63418 3.64886
H -1.24195 0.15602 2.89230
H -3.53421 -0.83029 3.33526
H -4.92621 0.03627 2.75542
H -4.14787 0.54788 4.16524
C 1.38631 2.60507 -3.06750
C 0.57281 2.81773 -4.34377
C -0.77515 3.28114 -4.03306
O -1.85980 2.44461 -3.65088
C -2.19330 1.41929 -4.47958
N 1.22128 3.67261 -5.36977
H 2.31282 2.10213 -3.34452
H 0.83101 1.86493 -2.49136
H 1.69230 3.41791 -2.40889
H 0.42408 1.93384 -4.96402
H -1.15275 3.82270 -4.90038
H -0.83803 3.97718 -3.19660
H -3.03981 0.89982 -4.03051
H -1.41868 0.73026 -4.81622
H -2.50316 1.78854 -5.45721
H 1.92084 3.06939 -5.77823
H 0.54839 3.86272 -6.09859
C 4.14661 -0.00973 0.07886
C 4.26573 -0.76053 -1.19844
C 3.67071 -2.12101 -1.09664
O 3.78243 -2.90740 -2.26428
C 2.63163 -3.83714 -2.43245
N 3.61853 0.03611 -2.18310
H 3.09545 -0.02841 0.36664
H 4.42717 1.04298 0.04467
H 4.54692 -0.58379 0.91450
H 5.34140 -0.89266 -1.31488
H 2.62856 -1.90796 -0.85864
H 4.05539 -2.68029 -0.24382
H 2.92588 -4.43982 -3.29169
H 1.76519 -3.33689 -2.86502
H 2.41565 -4.50717 -1.60027
H 3.27596 -0.59451 -2.89379
H 2.80109 0.46447 -1.77274
C -0.79806 -4.87799 -1.14758
C -1.32695 -3.64689 -1.83279
C -1.82620 -2.48318 -0.87712
O -2.08490 -1.23289 -1.47513
C -3.40755 -0.96189 -1.75146
N -0.26076 -3.23780 -2.65162
H -0.43535 -5.72812 -1.72535
H -1.52736 -5.52562 -0.66095
H 0.09358 -4.56204 -0.60606
H -2.09246 -3.98717 -2.53014
H -0.96184 -2.12839 -0.31576
H -2.50385 -2.81215 -0.08929
H -4.05030 -1.02806 -0.87363
H -3.77102 -1.68481 -2.48179
H -3.52180 0.08251 -2.04178
H 0.09643 -2.43117 -2.15982
H -0.55778 -2.83937 -3.53090
C 0.60239 -3.07382 2.06369
C -0.20470 -4.44524 2.14836
C -0.78379 -4.59088 3.60660
O -1.28544 -3.33370 4.01961
C -1.99978 -3.42735 5.24209
N -1.24794 -4.29389 1.16079
H 1.29039 -2.98838 1.22258
H 1.10479 -2.85629 3.00623
H -0.06532 -2.22529 1.91451
H 0.51564 -5.22490 1.90067
H 0.09172 -4.88522 4.18535
H -1.42060 -5.43811 3.86107
H -2.25813 -4.46758 5.44028
H -2.96048 -2.91337 5.21055
H -1.31685 -3.01541 5.98506
H -1.87027 -3.58696 1.52558
H -0.85228 -4.03778 0.26751
C 1.74980 1.49311 0.00362
C 1.30631 0.23001 -0.66647
C -0.25559 0.02307 -0.56048
O -0.72629 0.06128 0.81362
C -0.48062 -1.19804 1.49888
N 1.76953 0.30757 -2.08449
H 1.26773 2.31971 -0.51834
H 2.82162 1.69101 0.01514
H 1.34140 1.51643 1.01395
H 1.92837 -0.47601 -0.11631
H -0.57047 -0.97240 -0.87352
H -0.92067 0.68008 -1.12093
H 0.59924 -1.28732 1.61733
H -0.58156 -2.13217 0.94634
H -0.99166 -1.28471 2.45774
H 0.94233 -0.05707 -2.53491
H 1.89088 1.23803 -2.45815
C -2.72835 1.83290 -0.76112
O -3.20628 2.29139 0.47611
H -2.50541 2.67164 -1.42060
H -1.92145 1.11717 -0.60384
H -3.46494 1.37110 -1.41860
H -3.60278 1.56423 0.96151
```

---

Here is a cluster of 3 separate species, C17H37FNO3S in total from the OMol25 dataset. Energies are from ωB97M-V/def2-TZVPD.

Output
- E_LUMO: -4.6 eV
- Energy: -1448.089364 Ha
- Net charge: +1
- HOMO-LUMO gap: 7.515 eV

XYZ file:
```
60
C17H37FNO3S | the OMol25 dataset | ωB97M-V/def2-TZVPD
C -5.74168 0.60910 1.68513
O -4.67291 -0.29026 1.44604
C -3.43346 0.36483 1.30782
C -2.37124 -0.69884 1.10591
C -0.94069 -0.15965 1.16728
C -0.68955 1.08350 0.30357
C -1.03261 0.98330 -1.18910
C 0.02760 0.34054 -2.08403
C 0.03948 -1.19783 -2.08041
C 1.41576 -1.79468 -2.38065
C 2.23357 -2.09307 -1.11924
C 2.37795 -0.92391 -0.21009
N 3.59880 -0.78175 0.11202
F 3.99263 0.18351 0.96236
C 4.61423 -1.66254 -0.49209
S 5.90623 -0.71571 -1.33258
C 3.69679 -2.55383 -1.36066
H -5.68268 1.02818 2.69509
H -5.73174 1.43234 0.96092
H -6.67016 0.05325 1.57418
H -3.47837 1.05926 0.45489
H -3.20800 0.96295 2.20460
H -2.54200 -1.20187 0.15064
H -2.51008 -1.45299 1.88338
H -0.68353 0.07712 2.20389
H -0.27457 -0.98090 0.87231
H -1.25912 1.91214 0.73010
H 0.35828 1.40291 0.40758
H -1.21807 1.99509 -1.55532
H -1.97372 0.44231 -1.32601
H -0.14150 0.67077 -3.11162
H 1.02047 0.73844 -1.82207
H -0.32970 -1.58239 -1.12443
H -0.66949 -1.56024 -2.82613
H 1.99384 -1.11411 -3.01474
H 1.33143 -2.73222 -2.93256
H 1.69904 -2.83947 -0.51636
H 1.61403 -0.25790 0.17783
H 5.10622 -2.19915 0.31897
H 5.07009 0.20667 -1.83376
H 3.97026 -2.43784 -2.40726
H 3.82201 -3.60035 -1.09262
C -3.95556 -1.13279 -2.76128
C -5.16500 -0.22717 -2.61118
O -6.12816 -0.75060 -1.71290
H -4.26121 -2.12268 -3.10068
H -3.24847 -0.71820 -3.48422
H -3.44264 -1.25037 -1.80360
H -5.67833 -0.12752 -3.56721
H -4.85286 0.77870 -2.30207
H -5.71898 -0.83360 -0.84224
C 5.77747 2.74644 3.93234
C 4.32811 2.97047 4.31349
O 3.53317 3.36768 3.19687
H 6.20218 3.65212 3.49982
H 6.37355 2.46125 4.79963
H 5.86177 1.94632 3.19035
H 4.23651 3.77996 5.03566
H 3.90873 2.06881 4.77332
H 3.59588 2.67645 2.53111
```

---

energy of number 1 (C8H12NO5)?
-742.798944 Ha